1.
Computed, not measured: a 2-piece molecular cluster, C5H11N3 overall at a distorted geometry, with wB97M-V/def2-TZVPD.

Atoms and positions in Å:
1 C -1.23706 1.61015 1.70877
2 N -0.22402 2.61854 1.98319
3 N 0.85142 2.60615 1.39355
4 N 1.13612 1.86103 0.34603
5 H -0.83432 0.59459 1.73904
6 H -1.67739 1.78059 0.71951
7 H -2.00307 1.70206 2.47386
8 H 2.08482 1.99554 0.02733
9 H 0.58908 0.89878 -0.06501
10 C -1.15819 -0.08166 -1.27452
11 C -0.02317 -0.54601 -0.77849
12 C 0.75188 -1.55311 -0.44457
13 C 0.86258 -2.84901 -1.18689
14 H -2.12502 -0.41830 -0.92216
15 H -1.16994 0.74493 -1.96989
16 H 1.46802 -1.41359 0.35990
17 H 0.91491 -3.68036 -0.47937
18 H 0.01030 -2.99162 -1.85242
19 H 1.78304 -2.87867 -1.77785

structure (SMILES)	C/N=N\N.C=C=CC
HOMO energy	-8.40	eV
relative energy (zero: lowest compared OMol25 entry of this formula, charge and spin)	4.926	eV
gap between HOMO and LUMO	8.696	eV



2.
Computed, not measured: a 3-piece molecular cluster, C20H53N8O5P2 overall at a distorted geometry, with wB97M-V/def2-TZVPD.

Atoms and positions in Å:
1 C 0.29866 0.37817 -3.43414
2 C 0.96973 0.61101 -4.79171
3 O 0.84517 1.92486 -5.27557
4 C -0.18532 2.10013 -6.22875
5 C -1.05948 3.30989 -5.80283
6 C -1.76323 3.00606 -4.45459
7 N -3.20002 3.37665 -4.50311
8 C -3.94741 2.53303 -3.57754
9 C -4.71394 1.35533 -4.23714
10 N -4.04495 0.79645 -5.43964
11 C -1.03413 3.67008 -3.25313
12 O -1.65752 3.87348 -2.17410
13 O 0.17206 3.97429 -3.39028
14 H 0.75178 -0.50162 -2.95887
15 H -0.76413 0.13971 -3.55344
16 H 0.34614 1.24192 -2.76826
17 H 0.62121 -0.16030 -5.49334
18 H 2.04740 0.43486 -4.65752
19 H 0.27126 2.38889 -7.18950
20 H -0.81419 1.20946 -6.33685
21 H -0.36091 4.13703 -5.66278
22 H -1.79348 3.54920 -6.58124
23 H -1.75189 1.90909 -4.38185
24 H -3.53771 3.23401 -5.44621
25 H -4.69403 3.16826 -3.08070
26 H -3.31377 2.13451 -2.78835
27 H -5.74586 1.60954 -4.50268
28 H -4.76810 0.54448 -3.50025
29 H -3.84752 -0.18744 -5.31799
30 H -4.67244 0.84796 -6.23080
31 O 1.49744 -4.48284 0.05800
32 P 2.77604 -3.71644 -0.18933
33 N 3.87007 -4.76839 0.60700
34 C 4.96892 -4.42327 1.47586
35 C 3.83670 -6.18472 0.30132
36 N 2.38898 -2.33068 0.78249
37 C 2.69301 -2.31421 2.19826
38 C 1.03805 -1.81609 0.55507
39 N 4.06970 -2.81467 -0.91528
40 C 4.87571 -3.50576 -1.92790
41 C 3.92453 -1.38467 -1.23583
42 H 5.85382 -5.03557 1.25999
43 H 4.69958 -4.58434 2.52619
44 H 5.29053 -3.38903 1.36075
45 H 4.57615 -6.44060 -0.47237
46 H 2.85768 -6.49131 -0.06402
47 H 4.04974 -6.78727 1.18931
48 H 2.32022 -3.20746 2.72040
49 H 2.24713 -1.43547 2.66811
50 H 3.76723 -2.21710 2.36999
51 H 0.27957 -2.39402 1.09208
52 H 0.79211 -1.84118 -0.50921
53 H 0.96125 -0.77290 0.86812
54 H 5.93736 -3.36122 -1.70978
55 H 4.67057 -3.14185 -2.93778
56 H 4.68124 -4.57811 -1.93610
57 H 4.07471 -0.78300 -0.34282
58 H 2.94856 -1.15289 -1.66113
59 H 4.68249 -1.07079 -1.95633
60 O -1.35476 -0.20369 2.88808
61 P -1.19177 0.76232 4.05014
62 N -2.47125 0.14426 5.01481
63 C -3.49929 0.87514 5.71544
64 C -2.49830 -1.27121 5.32600
65 N -1.72466 2.15378 3.15271
66 C -3.13668 2.45295 3.02150
67 C -1.05757 2.29462 1.85316
68 N -0.68085 1.82820 5.32839
69 C -0.09558 1.20476 6.52004
70 C -0.04686 3.12256 5.03887
71 H -3.67111 0.45863 6.71672
72 H -4.44777 0.83173 5.16843
73 H -3.24318 1.92207 5.87137
74 H -2.02808 -1.47207 6.30088
75 H -1.96592 -1.85534 4.57653
76 H -3.52370 -1.65069 5.35748
77 H -3.72116 1.58622 2.68261
78 H -3.28385 3.26255 2.30533
79 H -3.55028 2.82301 3.96173
80 H -1.48939 1.64157 1.08986
81 H 0.00494 2.05155 1.94116
82 H -1.12144 3.32523 1.50043
83 H -0.56400 1.62035 7.41654
84 H 0.98470 1.36253 6.58141
85 H -0.25552 0.12687 6.53120
86 H -0.80343 3.86336 4.79135
87 H 0.66881 3.05751 4.21972
88 H 0.48546 3.49819 5.91615

HOMO energy	-3.62	eV
charge	-1
gap between HOMO and LUMO	5.341	eV



3.
Computed, not measured: an isolated molecule of C4H7NO2 at a distorted geometry, with wB97M-V/def2-TZVPD.

Atoms and positions in Å:
1 C -1.85815 -0.62757 -0.19594
2 C -0.38066 -0.29833 -0.28721
3 C -0.02408 1.06953 0.19014
4 N 1.41758 1.12362 0.12746
5 C 2.25519 0.13651 0.07268
6 O 3.20764 -0.46933 0.38424
7 O 0.42450 -1.22346 0.48223
8 H -2.21234 -0.48397 0.83012
9 H -2.03928 -1.66554 -0.49274
10 H -2.43955 0.02973 -0.85184
11 H -0.00534 -0.50864 -1.31182
12 H 0.21856 -1.01188 1.41129
13 H -0.43134 1.89195 -0.40310
14 H 1.86726 2.03739 0.04450

HOMO energy (spin up / spin down)	-6.94 / -6.93	eV
relative energy (zero: lowest compared OMol25 entry of this formula, charge and spin)	4.307	eV
gap between HOMO and LUMO (spin up / spin down)	7.117 / 7.115	eV



4.
Computed, not measured: C33H53AsMoN2O4S6SeSi as an isolated structure, with wB97M-V/def2-TZVPD.

Atoms and positions in Å:
1 Mo 0.09616 -0.25573 -0.12184
2 S -0.72159 0.08097 2.04103
3 C 0.58130 -0.11857 3.18707
4 C 0.32345 0.05140 4.54805
5 C 1.34575 -0.09752 5.46476
6 C 2.63370 -0.40145 5.02753
7 C 2.89561 -0.55887 3.68043
8 C 1.86515 -0.42968 2.74769
9 S 2.16184 -0.70074 1.04867
10 H -0.67884 0.30155 4.87316
11 H 1.14631 0.03124 6.52019
12 H 3.43616 -0.51075 5.74511
13 H 3.89480 -0.79124 3.33553
14 S -0.54111 -1.47880 -4.19561
15 As 0.05438 0.26520 -3.35824
16 S 1.69155 0.09274 -1.92086
17 S -1.52407 0.90087 -0.83651
18 S -0.54730 2.16329 -3.80802
19 C 4.53126 5.12325 -3.98004
20 C 4.14002 3.78729 -3.35594
21 C 2.67577 3.70859 -2.93842
22 C 2.35994 4.64123 -1.78023
23 N 0.96508 4.58532 -1.36292
24 C 0.47030 3.83346 -0.35049
25 Se 1.43095 2.59587 0.62183
26 N -0.84445 4.12946 -0.22074
27 C -1.72645 3.68087 0.85084
28 C -1.92118 4.75020 1.92063
29 C -0.69259 4.96377 2.80404
30 C -0.43302 3.79665 3.74933
31 C -1.20810 5.04779 -1.19553
32 C -2.42779 5.62903 -1.50735
33 C -2.45068 6.50411 -2.58088
34 C -1.29520 6.79019 -3.31353
35 C -0.07757 6.20960 -2.99871
36 C -0.05753 5.33317 -1.92440
37 H 5.56321 5.10821 -4.33126
38 H 4.44582 5.94871 -3.27126
39 H 3.89281 5.35199 -4.83671
40 H 4.77551 3.58119 -2.48897
41 H 4.33703 2.98616 -4.07166
42 H 2.42582 2.69284 -2.62774
43 H 2.02740 3.94760 -3.78648
44 H 2.56406 5.68238 -2.03667
45 H 2.95950 4.38432 -0.90679
46 H -1.28260 2.78134 1.27561
47 H -2.67677 3.40265 0.39300
48 H -2.76463 4.43853 2.54490
49 H -2.21706 5.68766 1.44197
50 H -0.83279 5.87979 3.38290
51 H 0.18754 5.12902 2.17521
52 H -1.29037 3.63581 4.40829
53 H 0.44042 3.98561 4.37404
54 H -0.24012 2.87242 3.20223
55 H -3.32382 5.40822 -0.94349
56 H -3.38385 6.97363 -2.86074
57 H -1.35543 7.47512 -4.14834
58 H 0.81339 6.42202 -3.57400
59 C -3.27224 -4.29313 -2.92854
60 C -3.04546 -3.84816 -1.49242
61 C -3.90814 -4.65077 -0.52746
62 C -3.30936 -2.35509 -1.34706
63 O -1.66475 -4.14766 -1.20610
64 Si -0.66439 -3.53836 -0.09317
65 O -0.36184 -1.94555 -0.52938
66 O -1.31204 -3.42372 1.37917
67 C -1.08909 -4.12909 2.61767
68 C -1.32402 -5.61633 2.38942
69 C -2.10712 -3.55429 3.58913
70 C 0.32825 -3.86448 3.10519
71 O 0.70140 -4.38868 -0.05961
72 C 1.65294 -4.79887 -1.06061
73 C 2.81975 -5.39050 -0.28491
74 C 1.00758 -5.84564 -1.95794
75 C 2.09496 -3.58194 -1.85747
76 H -4.31083 -4.13158 -3.21985
77 H -3.03935 -5.35344 -3.03354
78 H -2.62901 -3.72516 -3.60164
79 H -4.96596 -4.50930 -0.75548
80 H -3.72831 -4.32857 0.49906
81 H -3.67268 -5.71274 -0.60935
82 H -4.34466 -2.13429 -1.61131
83 H -2.65397 -1.78406 -2.00683
84 H -3.14630 -2.02679 -0.31704
85 H -2.33117 -5.78867 2.00666
86 H -1.21057 -6.16438 3.32592
87 H -0.60199 -6.00999 1.67205
88 H -3.12037 -3.72172 3.22132
89 H -1.94883 -2.47988 3.69688
90 H -2.00739 -4.02511 4.56823
91 H 1.05944 -4.24568 2.39305
92 H 0.48711 -4.35434 4.06784
93 H 0.48882 -2.79353 3.23447
94 H 2.48531 -6.23719 0.31597
95 H 3.24617 -4.63674 0.37868
96 H 3.59685 -5.73345 -0.96893
97 H 0.65071 -6.68771 -1.36297
98 H 1.73620 -6.21480 -2.68162
99 H 0.16184 -5.42150 -2.49859
100 H 2.51508 -2.82694 -1.19135
101 H 1.26065 -3.13937 -2.40572
102 H 2.85962 -3.86987 -2.58144

HOMO energy	-7.45	eV
relative energy (zero: lowest compared OMol25 entry of this formula, charge and spin)	0.054	eV
gap between HOMO and LUMO	5.499	eV



5.
Computed, not measured: C20H26IN2O4Pt as an isolated structure at a distorted geometry, with wB97M-V/def2-TZVPD.

Atoms and positions in Å:
1 Pt 0.22908 0.68646 -0.87426
2 C 2.25344 -0.31262 -3.47226
3 C 0.75099 -0.13316 -3.77869
4 C 0.56261 0.32402 -5.23252
5 C 0.05563 -1.49334 -3.58903
6 C 0.18606 0.89556 -2.84841
7 H 2.72314 -1.01750 -4.16002
8 H 2.36158 -0.67332 -2.45034
9 H 2.76020 0.64670 -3.54160
10 H 0.94723 -0.41460 -5.93438
11 H 1.08533 1.26141 -5.40598
12 H -0.49497 0.47574 -5.44401
13 H 0.55129 -2.26016 -4.18570
14 H -0.98975 -1.43771 -3.89008
15 H 0.08921 -1.78458 -2.54060
16 H 0.21145 1.91725 -3.23816
17 N -1.81420 0.17290 -0.78612
18 C -2.07316 -1.21436 -0.69537
19 C -1.14109 -2.05298 -0.08506
20 C -1.38635 -3.40457 0.03241
21 C -2.57088 -3.94564 -0.44312
22 C -3.49903 -3.12140 -1.05359
23 C -3.24957 -1.76704 -1.19335
24 H -2.45963 0.62228 -1.43857
25 H -1.91758 0.63649 0.17313
26 H -0.20905 -1.63525 0.27652
27 H -0.64756 -4.03815 0.50061
28 H -2.76382 -5.00348 -0.34320
29 H -4.42971 -3.53539 -1.41446
30 H -3.96412 -1.13118 -1.69848
31 N 3.72284 1.97829 0.73260
32 C 2.44558 2.01059 0.20592
33 O 2.19770 1.15264 -0.71219
34 C 1.55555 2.96490 0.68219
35 I 2.73406 5.35022 -0.34003
36 H 4.37657 1.43338 0.19004
37 H 4.07358 2.86667 1.05300
38 H 1.69312 3.40712 1.64807
39 H 0.57146 3.03565 0.24225
40 O 1.37815 -0.70884 3.34059
41 C 0.51616 -0.05907 4.13809
42 C 0.65764 -0.17951 5.52023
43 C -0.16858 0.51931 6.37439
44 C -1.16892 1.33998 5.87365
45 C -1.35830 1.41954 4.50738
46 C -0.53540 0.72362 3.63085
47 C -0.77284 0.78624 2.15303
48 O 0.18159 0.40454 1.41425
49 O -1.88021 1.15972 1.72213
50 H 1.15800 -0.40326 2.41226
51 H 1.43903 -0.82367 5.89248
52 H -0.02995 0.42657 7.44272
53 H -1.79595 1.90785 6.54734
54 H -2.14763 2.02514 4.08348

<S²>	2.011
HOMO energy (spin up / spin down)	-4.10 / -5.19	eV
relative energy (zero: lowest compared OMol25 entry of this formula, charge and spin)	0.000	eV
charge	-1
multiplicity	3
gap between HOMO and LUMO (spin up / spin down)	6.659 / 7.181	eV



6.
Computed, not measured: a 2-piece molecular cluster, C2H4O2P overall at a distorted geometry, with wB97M-V/def2-TZVPD.

Atoms and positions in Å:
1 C -1.35166 0.70704 -0.29780
2 C -0.39527 0.23469 0.47546
3 O 0.84296 -1.49927 -1.31070
4 O 2.19671 0.49152 -0.46121
5 P 1.12688 -0.50751 -0.25565
6 H -2.26038 1.15302 0.09009
7 H -1.24597 0.66750 -1.37261
8 H -0.44398 0.25105 1.55394
9 H 1.53070 -1.49804 1.57848

HOMO energy	-4.00	eV
relative energy (zero: lowest compared OMol25 entry of this formula, charge and spin)	1.139	eV
charge	-1
gap between HOMO and LUMO	8.147	eV



Number 1: electronic energy -9828.980 eV. Number 2: electronic energy -62332.981 eV. Number 3: electronic energy -9842.973 eV. Number 4: electronic energy -247191.959 eV. Number 5: electronic energy -43681.615 eV. Number 6: electronic energy -15523.241 eV.